Molecular formula: C11H15NO5
Method: DFT, ωB97M-V/def2-TZVPD

XYZ file:
```
32
C11H15NO5 | OMol25 | ωB97M-V/def2-TZVPD
O 2.9510 -1.7953 1.7465
O -3.5808 0.7041 0.8664
O -4.9148 2.4887 0.9718
O 2.1575 -3.8021 1.0767
O 3.6909 0.2928 1.4236
N 1.8487 0.2843 -1.1098
C 0.0028 -2.3145 -0.4409
C -2.1850 -0.9863 -0.0758
C 0.9237 2.4701 -0.3171
C 2.0829 -2.6173 1.0483
C -3.8497 1.9945 1.1436
C 3.0242 -0.6083 1.0368
C -2.2782 0.4791 0.2984
C 2.1637 1.7010 -0.7922
C 2.0125 -0.6710 -0.0807
C 1.2736 -1.7710 0.1224
C -0.9976 -1.2899 -1.0111
H 0.2152 -3.1130 -1.1540
H -1.5165 0.7390 1.0423
H -1.4020 -1.7172 -1.9289
H 0.0595 1.8068 -0.3404
H 2.4818 0.0005 -1.8508
H -3.1285 -1.2440 -0.5586
H 0.6971 3.3122 -0.9691
H 2.5382 2.1442 -1.7137
H -0.4891 -0.3743 -1.3097
H -2.9890 2.5474 1.5601
H 1.0333 2.8280 0.7061
H 2.9580 1.7834 -0.0541
H -2.1524 1.1132 -0.5819
H -0.4855 -2.8064 0.4053
H -2.1455 -1.5786 0.8405
```

Computed properties:
HOMO-LUMO gap in eV: 9.2
Relative energy (zero: lowest compared OMol25 entry of this formula, charge and spin) in kcal per mole: 38.7
Multiplicity: 1
Structure (SMILES): CCNC1=C(CCCCOC=O)C(=O)OC1=O
Highest occupied orbital energy in eV: -9.8
Electronic energy in a.u.: -859.0902

Results of the Mulliken charge analysis, in e, for atoms 1 through 8: O -0.32; O -0.35; O -0.46; O -0.51; O -0.52; N -0.26; C -0.84; C -0.69